1.
The following is a quantum chemistry calculation of a single C3H4F2N2 molecule, from the OMol25 dataset.

```
11
Properties=species:S:1:pos:R:3:lowdin_charge:R:1
F 0.90 2.62 1.38 0.08
C 0.58 1.31 1.54 -0.68
F 1.18 1.13 2.77 0.05
N -0.86 1.14 1.57 0.18
C -1.09 0.22 0.73 -0.16
C 0.03 -0.35 -0.09 -0.10
N 1.13 0.42 0.67 0.06
H -2.19 -0.12 0.56 0.14
H -0.01 -1.44 -0.14 0.11
H 0.08 0.25 -1.14 0.17
H 2.09 0.50 0.34 0.15
```

Summary:
E = -11590.04910 eV
LUMO = 0.63 eV
F_max = 4.65 eV/A
ΔE to the lowest compared entry with this formula, charge and spin = 5.58 kJ/mol
SMILES = FC1(F)N=CCN1
E_HOMO = -0.375 hartree
Gap between HOMO and LUMO = 10.848 eV
Charge = 0

2.
The following is a quantum chemistry calculation of 2 unconnected molecules or ions with the total composition C3H11N3, from the OMol25 dataset.

```
17
Properties=species:S:1:pos:R:3:lowdin_charge:R:1
C -1.59 -0.85 -0.37 -0.01
C -0.07 -1.23 -2.25 -0.03
C -0.27 1.37 0.21 -0.15
N 1.87 0.52 2.18 0.02
N -0.41 -0.51 -1.19 -0.34
N 0.27 0.50 -0.89 -0.03
H -2.41 -0.20 -0.59 0.09
H -1.89 -1.87 -0.50 0.08
H -1.28 -0.66 0.64 0.07
H -0.32 -2.29 -2.46 0.06
H 0.66 -0.81 -2.92 0.05
H 2.13 -0.21 2.96 0.07
H 0.55 1.92 0.75 0.06
H -0.91 2.07 -0.25 0.05
H -0.81 0.92 1.06 0.05
H 2.06 -0.01 1.38 -0.02
H 2.41 1.32 2.26 -0.02
```

Summary:
E = -7756.09964 eV
LUMO = 0.99 eV
F_max = 5.16 eV/A
ΔE to the lowest compared entry with this formula, charge and spin = 384.42 kJ/mol
E_HOMO = -0.260 hartree
Gap between HOMO and LUMO = 8.056 eV
Charge = 0

3.
The following is a quantum chemistry calculation of a single C15H17Cl2IN4O molecule, from the OMol25 dataset.

```
40
Properties=species:S:1:pos:R:3:lowdin_charge:R:1
N -4.92 1.69 1.36 0.00
C -3.72 1.96 2.17 -0.24
C -2.42 1.42 1.49 -0.31
C -2.26 -0.10 1.57 -0.16
C -1.36 -0.75 0.51 -0.13
C -0.28 0.23 0.01 -0.24
N 0.42 -0.44 -1.14 -0.01
C -0.08 -0.67 -2.46 -0.51
I -2.05 -0.10 -3.44 0.80
C 0.87 -1.38 -3.19 -0.62
Cl 0.73 -1.90 -4.88 0.58
C 2.01 -1.60 -2.29 -0.19
C 3.28 -2.20 -2.45 -0.53
Cl 3.79 -3.03 -3.93 0.66
C 4.17 -2.04 -1.37 -0.03
C 3.78 -1.44 -0.15 -0.17
C 4.82 -1.21 0.92 -0.43
N 4.53 -0.48 2.08 0.15
O 6.01 -1.50 0.73 0.03
N 2.52 -0.95 0.00 0.18
C 1.67 -1.06 -1.05 -0.23
C -0.79 1.63 -0.41 -0.16
C -2.23 1.92 0.03 -0.17
H -4.88 2.34 0.58 0.06
H -4.91 0.73 1.01 0.06
H -3.69 3.04 2.32 0.11
H -3.81 1.45 3.13 0.10
H -1.59 1.85 2.07 0.13
H -3.24 -0.55 1.48 0.10
H -1.85 -0.39 2.54 0.12
H -0.91 -1.66 0.90 0.12
H -2.01 -1.07 -0.29 0.08
H 0.43 0.39 0.82 0.14
H 5.23 -2.34 -1.51 0.13
H 5.27 -0.21 2.69 0.10
H 3.61 -0.09 2.23 0.08
H -0.69 1.79 -1.49 0.07
H -0.10 2.33 0.12 0.13
H -2.94 1.39 -0.63 0.08
H -2.41 2.98 -0.04 0.11
```

Summary:
E = -56984.44728 eV
LUMO = -0.75 eV
F_max = 2.85 eV/A
ΔE to the lowest compared entry with this formula, charge and spin = 0.00 kJ/mol
SMILES = NC[C@H]1CC[C@@H](n2c(I)c(Cl)c3c(Cl)cc(C(N)=O)nc32)CC1
E_HOMO = -0.319 hartree
Gap between HOMO and LUMO = 7.920 eV
Charge = 0